[1]
# C47H58IN5O7PSSiY

A molecular structure, C47H58IN5O7PSSiY (the ωB97M-V functional and the def2-TZVPD basis, the Open Molecules 2025 dataset).

XYZ file:
```
122
Properties=species:S:1:pos:R:3:forces:R:3:lowdin_charge:R:1
I 3.743585 2.637961 -1.006575 0.1 0.2 -0.1 -0.02
Y 2.335602 0.111360 -0.152047 -0.5 -0.6 -0.4 1.14
S -2.067705 -0.109891 1.147714 0.0 0.1 -0.1 0.43
P 0.828359 0.837793 -3.398798 0.0 0.0 0.1 1.12
Si -3.037160 -0.054988 2.959228 0.0 0.0 -0.1 -0.15
O 3.264376 -0.838254 -2.097044 0.0 0.2 0.2 -0.25
O 0.434035 1.526313 0.350343 0.0 -0.2 0.0 -0.33
O -4.646026 0.324393 2.785596 0.0 0.1 0.2 -0.17
O 1.732780 -1.697142 1.007335 0.0 0.1 0.1 -0.24
O -3.077312 -1.501826 3.758756 0.0 0.0 0.0 -0.16
O 0.203853 -1.079466 -0.983984 0.1 0.0 0.1 -0.16
O -2.493192 1.028068 4.072204 0.0 -0.1 0.0 -0.15
N 2.834556 0.802758 6.374289 -0.1 0.0 0.1 0.07
N 2.860506 0.821507 2.021883 0.2 0.0 0.0 0.06
N 3.901395 1.287870 4.191951 -0.1 0.0 0.0 0.06
N 4.280040 -1.342958 0.148004 0.0 0.1 0.1 -0.08
N 5.166590 -1.417149 -0.921474 0.0 0.0 0.0 0.07
C 1.895291 2.668558 -6.961817 0.0 0.0 0.0 -0.10
C 6.730070 -1.203896 -5.681427 0.0 0.0 0.0 -0.12
C -1.851682 1.173672 -2.729436 0.0 0.0 0.0 -0.11
C -1.136642 -1.839890 -5.878083 0.0 0.0 0.0 -0.10
C 0.489695 -3.054166 -4.594869 0.0 0.0 0.0 -0.08
C 4.183570 -2.679362 3.521691 0.0 0.0 0.0 -0.07
C 5.346326 -1.308408 -5.693764 0.0 0.0 0.0 -0.09
C 1.720287 1.650884 -4.780500 0.0 0.0 0.0 -0.35
C -4.054487 -2.926845 2.032739 0.0 0.0 0.0 -0.06
C 2.269212 -2.112344 2.127319 0.0 0.0 0.0 -0.37
C 3.280833 2.710821 -6.833531 0.0 0.0 0.0 -0.10
C -5.283463 1.469020 2.236471 0.0 0.0 -0.1 -0.66
C 5.301895 -1.169837 -3.286386 0.0 0.0 0.0 -0.14
C 1.444223 -2.439656 3.220559 0.0 0.0 0.0 -0.02
C -0.088778 2.787833 -0.048570 0.1 0.1 0.1 -0.13
C -5.908278 1.038366 0.911695 0.0 0.0 0.0 -0.04
C -0.749433 3.175650 -3.460855 0.0 0.0 0.0 -0.11
C 4.636460 -1.285634 -4.501520 0.0 0.0 0.0 -0.03
C -3.805493 -2.694009 3.520177 0.0 0.0 0.0 -0.66
C 3.286629 1.003467 5.324675 0.1 0.0 0.0 -0.44
C 0.854406 -1.881582 -3.944120 0.0 0.0 0.0 -0.10
C 1.979606 -2.826920 4.429056 0.0 0.0 0.0 -0.09
C 3.672289 -2.243133 2.294501 0.0 0.0 0.0 -0.17
C -5.134577 -2.597311 4.267657 0.0 0.0 0.0 -0.03
C -0.723929 1.795211 -3.269218 0.0 0.0 0.0 -0.38
C -2.977383 1.910431 -2.396840 0.0 0.0 0.0 -0.09
C -0.504748 -3.036363 -5.560674 0.0 0.0 0.0 -0.11
C 4.585958 -2.020406 1.186452 0.0 -0.1 0.0 -0.08
C 1.121997 2.138088 -5.942768 0.0 0.0 0.0 -0.10
C 3.104632 1.709917 -4.655104 0.0 0.0 0.0 -0.13
C -0.106373 1.441496 3.861738 0.0 0.0 0.0 -0.03
C 4.516999 -1.132218 -2.015088 0.0 0.1 0.0 -0.50
C -1.880282 3.912553 -3.137135 0.0 0.0 0.0 -0.10
C 3.361658 -2.954273 4.593421 0.0 0.0 0.0 -0.12
C 0.235844 -0.676276 -4.265329 0.0 0.0 0.0 -0.34
C 3.883489 2.231663 -5.681635 0.0 0.0 0.0 -0.08
C -0.989079 -0.098388 5.615027 0.0 0.0 0.0 -0.03
C 7.399527 -1.079936 -4.468968 0.0 0.0 0.0 -0.10
C -4.323493 2.634061 2.002175 0.0 0.0 0.0 -0.05
C -1.481380 2.344771 5.735753 0.0 0.0 0.0 -0.04
C 6.690657 -1.066416 -3.277930 0.0 0.0 0.0 -0.03
C 3.322512 1.019420 3.072566 -0.1 0.0 0.0 -0.34
C -0.765764 -0.669670 -5.235136 0.0 0.0 0.0 -0.10
C -1.267398 1.159229 4.802461 0.0 0.0 0.0 -0.64
C -6.360592 1.881761 3.235292 0.0 0.0 0.0 -0.04
C -2.955055 -3.824657 4.090366 0.0 0.0 0.0 -0.03
C -2.997197 3.283840 -2.603666 0.0 0.0 0.0 -0.10
H -4.665959 -2.124967 1.616358 0.0 0.0 0.0 0.07
H 0.043321 2.108145 -6.046790 0.0 0.0 0.0 0.10
H 3.555219 -1.338782 -4.500616 0.0 0.0 0.0 0.10
H 1.623746 -1.889134 -3.181533 0.0 0.0 0.0 0.07
H -3.827349 1.412455 -1.947804 0.0 0.0 0.0 0.10
H -3.111702 -2.942763 1.487128 0.0 0.0 0.0 0.07
H -2.743594 -3.631356 5.143260 0.0 0.0 0.0 0.08
H -7.041612 1.047604 3.413996 0.0 0.0 0.0 0.08
H -6.455704 1.862025 0.445229 0.0 0.0 0.0 0.08
H -5.116586 0.705888 0.238400 0.0 0.0 0.0 0.06
H -0.953504 2.659266 -0.699993 0.0 0.0 0.0 0.06
H -0.559518 -0.740655 -0.476935 0.0 0.0 0.0 -0.08
H -4.948864 -2.445103 5.332414 0.0 0.0 0.0 0.08
H 0.788175 1.672197 4.441863 0.0 0.0 0.0 0.07
H -6.934253 2.734733 2.863377 0.0 0.0 0.0 0.08
H 1.420829 3.047521 -7.859316 0.0 0.0 0.0 0.09
H -1.835111 0.107266 -2.534456 0.0 0.0 0.0 0.11
H 5.260063 -2.771193 3.626609 0.0 0.0 0.0 0.10
H -1.690544 3.244224 5.152756 0.0 0.0 0.0 0.08
H 8.478618 -0.985969 -4.453984 0.0 0.0 0.0 0.09
H -2.330813 2.151544 6.394045 0.0 0.0 0.0 0.08
H 0.129247 3.680778 -3.844300 0.0 0.0 0.0 0.11
H -0.590340 2.513550 6.342430 0.0 0.0 0.0 0.08
H -5.720728 -3.511225 4.137210 0.0 0.0 0.0 0.08
H -0.336874 2.290148 3.213980 0.0 0.0 0.0 0.09
H -4.876896 3.489697 1.605383 0.0 0.0 0.0 0.08
H -2.006215 -3.881060 3.555307 0.0 0.0 0.0 0.08
H -5.892316 2.153437 4.181987 0.0 0.0 0.0 0.09
H 1.318119 -3.016786 5.266580 0.0 0.0 0.0 0.10
H -1.825267 -0.306197 6.286224 0.0 0.0 0.0 0.09
H 5.558433 -2.519742 1.209251 0.0 0.0 0.0 0.12
H 0.375143 -2.320301 3.082801 0.0 0.0 0.0 0.10
H -1.273595 0.257135 -5.476050 0.0 0.0 0.0 0.10
H 4.813942 -1.390827 -6.633351 0.0 0.0 0.0 0.10
H 0.108099 0.575652 3.237526 0.0 0.0 -0.1 0.06
H 4.959880 2.260715 -5.570244 0.0 0.0 0.0 0.11
H -0.795490 -3.952703 -6.060428 0.0 0.0 0.0 0.09
H 7.285305 -1.209487 -6.612040 0.0 0.0 0.0 0.09
H 3.885339 3.122257 -7.633005 0.0 0.0 0.0 0.09
H -4.573504 -3.878244 1.888630 0.0 0.0 0.0 0.08
H -3.870768 3.862385 -2.330200 0.0 0.0 0.0 0.09
H 3.567688 1.352826 -3.743058 0.0 0.0 0.0 0.02
H -0.864607 -0.954868 4.953477 0.0 0.0 0.0 0.07
H -3.844387 2.923883 2.937184 0.0 0.0 0.0 0.08
H -3.544840 2.351294 1.293248 0.0 0.0 0.0 0.05
H -1.921514 -1.820863 -6.624749 0.0 0.0 0.0 0.09
H -1.880057 4.985785 -3.285157 0.0 0.0 0.0 0.10
H -3.469619 -4.784738 4.000871 0.0 0.0 0.0 0.08
H 0.471087 -1.840891 -0.438313 0.0 0.0 0.1 0.04
H -0.385518 3.363729 0.831818 0.0 0.0 0.0 0.08
H 7.192914 -0.967454 -2.325707 0.0 0.0 0.0 0.10
H 0.703188 3.316748 -0.574849 0.0 0.0 0.0 0.03
H -0.272949 1.054325 0.861531 0.0 0.0 -0.1 -0.07
H 3.778367 -3.239447 5.549988 0.0 0.0 0.0 0.09
H -6.595105 0.205948 1.078355 0.0 0.0 0.0 0.08
H 0.980061 -3.984161 -4.335064 0.0 0.0 0.0 0.10
H -5.702527 -1.746735 3.890507 0.0 0.0 0.0 0.07
H -0.071343 0.027044 6.193386 0.0 0.0 0.0 0.08
```
Positions in Å, forces in eV/Å.

As for the charge: -2. The total energy comes out at -108624.3530 eV. For the strongest force on any atom, the calculation gives 0.88 eV/Å. Its energy relative to the best compared isomer or geometry (same formula, charge and spin) is 0.00 kcal per mole. The gap between HOMO and LUMO is 7.062 eV.

=====

[2]
# C47H59BBeN7O20

A molecular structure, C47H59BBeN7O20 (the ωB97M-V functional and the def2-TZVPD basis, the Open Molecules 2025 dataset).

XYZ file:
```
135
Properties=species:S:1:pos:R:3:forces:R:3:lowdin_charge:R:1
O 6.012519 -3.982366 -0.460577 0.2 -0.2 -0.2 0.15
O 3.525562 3.099453 -1.544886 0.6 -0.6 0.0 0.08
O 6.303724 -2.710533 -2.321952 0.4 -0.2 0.0 0.09
O -2.974279 2.641415 -2.550696 0.6 0.2 0.0 0.09
O -0.564570 8.186729 -3.171810 -0.2 0.0 0.3 0.17
O 4.471966 -2.512252 -1.105686 -0.4 -0.1 0.3 0.03
O -2.294052 -1.471419 2.056355 -0.2 -0.2 0.3 0.04
O 0.964107 -0.692678 1.293973 0.1 0.4 0.0 0.24
O 0.953994 -0.934109 -1.121478 -0.3 -0.4 0.1 0.23
O 4.529404 1.322156 -0.603525 -0.8 -0.3 0.5 0.05
O 0.157913 1.060869 -0.237569 -0.2 0.3 0.6 0.20
O -3.203905 0.794420 -3.819718 0.2 -0.2 0.1 0.17
O 0.359057 -1.247807 3.364827 -0.4 0.0 0.2 0.14
O -1.098982 -0.959278 0.242860 0.1 0.3 0.2 0.21
O 1.403806 -0.148409 -3.193686 0.1 -0.3 0.1 0.18
O -3.503223 0.723182 -1.601147 0.3 -0.8 0.4 0.04
O 0.493988 2.363566 -2.058202 0.0 0.4 0.2 0.19
O 1.192543 7.268311 -4.223804 0.5 0.9 -0.5 0.06
O 5.235754 2.032899 -2.578881 -0.3 -0.1 -0.5 0.17
O -0.243390 5.954811 -3.259165 -1.0 -1.3 0.7 0.06
N -1.030800 -4.252818 2.776929 -1.2 0.1 0.2 0.18
N 3.874559 1.065095 4.521305 -0.1 0.0 -0.2 0.14
N -5.269471 -1.974900 2.042904 -0.3 -1.6 0.0 0.02
N -3.343078 -3.348593 0.268049 -0.1 -0.8 1.4 0.18
N 3.244225 2.963344 -5.490132 1.3 -0.5 0.5 0.07
N -2.652580 2.631435 7.235963 -0.1 -0.2 -0.3 0.16
N -3.459378 -2.099526 4.491567 -0.2 -2.7 -1.6 0.01
C -1.763134 3.462359 4.924183 0.3 -0.5 -0.4 -0.17
C 0.451797 5.091077 -4.147370 1.9 0.7 -1.5 -0.10
C -2.364245 -5.067545 -2.822407 -0.3 -0.1 0.7 -0.10
C -5.232919 -0.668146 1.798194 0.4 0.8 0.5 -0.13
C 4.463691 2.133622 -1.683839 1.1 0.3 -0.2 -0.57
C 3.130693 4.106093 -7.601647 -0.2 -0.8 0.5 -0.06
C 3.615199 -1.525070 4.269383 -1.5 0.1 -0.9 -0.20
C -0.807054 2.565519 2.682733 -0.2 -1.1 0.4 -0.07
C 1.649330 2.276700 -7.074896 0.8 -0.6 -1.2 -0.08
C 0.073270 -4.504022 2.581354 0.1 0.6 -1.0 -0.15
C -1.256844 -1.162779 1.521981 -0.6 -0.4 -0.3 -0.39
C -6.257783 -0.002135 1.158108 -1.0 -0.5 -0.9 -0.03
C -3.179297 1.321624 -2.755753 -0.8 0.8 -0.4 -0.58
C -2.856311 2.924077 -1.167077 -0.1 -0.6 1.5 -0.09
C -2.286275 2.971542 6.200855 0.2 0.5 0.3 -0.22
C 1.499435 -3.939356 -0.193529 -0.9 -0.4 -0.7 -0.08
C 4.990623 -1.996434 2.168403 -0.4 0.5 -0.2 -0.09
C 2.094601 3.245798 -7.959282 -0.2 0.6 0.0 -0.08
C 1.029263 -0.007178 -2.071745 0.4 0.4 -0.6 -0.37
C 5.644193 -1.580234 -2.867280 -1.1 1.7 -0.4 -0.11
C -4.622401 -1.864663 5.094306 -0.1 1.3 0.4 -0.14
C -2.731950 -2.568353 -2.165608 -0.9 -0.7 1.4 -0.12
C -2.355012 -0.667883 5.994468 0.5 0.2 0.6 -0.03
C -3.164631 1.553542 -0.483971 -0.5 0.5 -1.0 -0.09
C -3.537643 -0.405033 6.677081 -0.3 -0.9 -0.2 -0.03
C 3.548677 1.727006 0.373689 -0.2 -0.5 -0.3 -0.08
C -2.320737 -1.564925 4.947074 -0.5 0.4 -0.1 -0.11
C 0.557093 1.329549 -1.479835 -0.3 -0.6 -0.3 -0.38
C 1.470396 -4.833594 2.233417 -0.8 -2.2 0.2 -0.14
C 0.090693 -1.023344 2.218440 1.0 0.0 -0.1 -0.39
C 4.732922 -2.323982 3.631863 1.1 -0.4 0.3 -0.25
C 2.317158 2.101929 -5.873866 -1.2 0.5 -0.5 -0.14
C 3.720547 3.855991 -6.352208 -1.0 0.8 -0.5 -0.16
C -4.682411 -1.014005 6.192880 -0.3 -0.5 0.2 -0.03
C 2.203545 -4.075021 1.129186 0.2 1.0 0.8 -0.22
C -7.342187 -0.737742 0.693894 -0.2 -0.3 -0.1 -0.03
C -2.935901 -3.704961 -3.182428 -0.1 0.0 -0.9 -0.23
C 1.706232 5.962263 -4.482864 -0.5 -0.2 0.5 -0.10
C -3.078108 -3.033986 -0.801503 0.1 0.0 -0.2 -0.16
C -1.706692 2.293792 3.896042 -0.4 0.9 0.2 -0.24
C 5.631145 -3.160964 -1.232493 0.4 0.4 -0.1 -0.57
C -7.475665 -2.081072 1.030808 0.9 0.8 -0.3 -0.03
C 3.748981 -0.070249 4.400224 0.5 -0.4 0.4 -0.22
C 0.053071 7.234275 -3.513994 0.8 -0.1 -0.5 -0.59
C 3.093073 3.063933 -0.210168 -0.6 0.3 1.8 -0.13
C 4.248752 -1.703327 -2.265155 0.0 -0.7 -0.1 -0.10
C -6.380393 -2.633562 1.666838 -0.5 -0.6 0.4 -0.15
B 0.279178 -0.375818 0.035842 0.3 0.0 -0.5 -0.92
Be -3.512660 -3.579759 2.792466 1.4 4.6 -0.6 0.95
H 3.670285 -2.311731 -2.964023 -0.5 0.3 0.2 0.14
H -1.417736 -0.229623 6.311654 0.0 0.0 0.1 0.12
H 3.571754 3.813135 0.426622 -0.1 0.5 -0.6 0.14
H 2.094002 -3.319202 -0.858284 -0.3 0.5 0.2 0.07
H 2.754026 -1.635097 3.594607 0.0 0.1 -0.1 0.08
H -1.343344 1.446245 4.473464 -0.1 -0.3 -0.3 0.08
H -2.507667 -3.393507 -4.136689 0.1 0.2 0.1 0.12
H -5.545345 -2.182397 4.629629 0.2 -0.5 0.0 0.10
H 1.379529 -5.873745 1.886060 -0.1 0.0 0.0 0.14
H -4.086673 1.653582 0.084484 0.3 -0.2 0.5 0.11
H 3.202163 -4.469862 0.937496 -0.1 -0.4 0.5 0.13
H 0.117947 2.009087 2.844682 0.4 0.6 -0.1 0.08
H 4.013814 1.736918 1.358026 0.2 0.5 -0.1 0.13
H 4.525676 4.506677 -6.030534 0.1 -0.2 0.3 0.11
H -6.323737 1.042375 0.888105 0.8 0.1 0.4 0.11
H 2.380788 -3.089580 1.566322 0.0 0.2 -0.4 0.08
H -1.289411 -4.968090 -2.673058 0.1 -0.4 -0.1 0.08
H -2.624034 -5.862159 -3.520927 0.4 0.4 -0.6 0.08
H 2.104054 5.915447 -5.492497 -0.5 0.0 -0.2 0.11
H -2.340758 1.067337 0.024413 0.0 0.3 0.3 0.09
H -5.613298 -0.904925 6.733063 -0.1 0.1 -0.2 0.12
H -3.631785 0.142240 7.603371 0.5 0.4 -0.2 0.11
H 4.114583 -2.152095 1.540177 -0.1 0.1 0.0 0.04
H -1.738233 -2.149834 -1.998690 0.1 0.0 -0.7 0.12
H -4.377274 -0.105295 2.151112 0.2 -0.3 0.0 0.11
H 1.333548 -4.837204 -0.800763 0.5 -0.5 0.6 0.09
H -2.360105 4.312379 4.594864 -0.1 -0.1 -0.1 0.12
H 1.913748 -4.991575 3.220820 0.7 0.6 -0.2 0.13
H -4.000194 -3.796253 -3.406768 -0.1 0.1 0.3 0.12
H 5.795464 -2.542900 1.681237 0.1 -0.2 0.4 0.07
H 1.580500 3.299249 -8.911076 0.2 0.3 -0.1 0.10
H 0.804523 4.128351 -3.791246 -0.6 0.1 0.8 0.10
H 2.724558 1.019640 0.502699 0.2 -0.3 -0.6 0.11
H 2.555768 5.768670 -3.824082 -0.2 0.0 0.2 0.13
H 6.095877 -0.599577 -2.689829 0.5 -0.4 0.9 0.13
H -1.235435 2.072522 1.808725 -0.1 0.4 -0.2 0.05
H -1.410895 -1.766982 4.401677 0.0 -0.2 0.1 0.08
H 3.724811 -0.832060 -1.892226 0.2 0.3 -0.5 0.11
H -3.587837 3.633809 -0.780888 -0.2 0.2 -0.8 0.13
H -8.050779 -0.280084 0.015204 -0.2 0.2 0.3 0.12
H -0.125466 4.945895 -5.060918 -0.3 0.0 0.1 0.13
H 0.465662 -3.593809 -0.080857 0.2 0.6 0.0 0.07
H 1.980661 1.296603 -5.229603 0.3 0.2 0.4 0.09
H -0.745186 3.831838 5.062076 0.0 0.0 0.3 0.13
H 2.013019 3.194012 -0.203250 0.1 0.1 0.1 0.12
H -3.472396 -1.777794 -2.304178 0.4 0.3 -0.5 0.12
H 4.464619 -3.364930 3.833217 0.0 -0.1 -0.4 0.10
H -1.892470 3.327131 -0.858330 0.3 -0.2 -0.6 0.12
H 5.243463 -0.933925 2.107644 0.0 0.0 -0.1 0.08
H -8.335136 -2.658407 0.727480 0.1 -0.2 0.1 0.12
H 3.183401 -1.991811 5.155224 0.6 0.3 0.5 0.12
H 5.695302 -2.205548 4.136594 -0.2 0.2 0.3 0.12
H -2.825712 -5.484209 -1.919790 0.2 0.4 0.3 0.07
H -0.661350 3.626417 2.497510 0.2 -0.1 -0.1 0.09
H 0.965220 1.565177 -7.521404 -0.3 -0.1 0.7 0.10
H 3.431039 4.934113 -8.226618 0.2 -0.1 -0.1 0.10
H 5.543439 -1.534046 -3.952800 0.3 -1.0 -0.1 0.14
H -6.451480 -3.690318 1.903541 0.3 0.0 0.1 0.10
H -2.728238 2.121146 3.550875 0.0 -0.3 0.2 0.10
```
Positions in Å, forces in eV/Å.

As for the charge: +1. The total energy comes out at -102150.6045 eV. For the strongest force on any atom, the calculation gives 4.86 eV/Å. The gap between HOMO and LUMO is 4.322 eV.